89
Properties=species:S:1:pos:R:3 method="wB97M-V/def2-TZVPD" smiles="COCCNCCOC.COCCNCCOC.COCCNCCOC.NC(N)=O.O.O.O" orbital_gap_ev=8.55 charge=0 spin_multiplicity=1 e_above_lowest_kcal_mol=24.1 total_energy_ha=-1782.96961
C 18.6722 -11.5416 0.7136
O 18.5310 -10.9984 -0.3915
N 17.6943 -11.7927 1.6215
N 19.8943 -11.8398 1.2713
H 17.9475 -12.0813 2.5636
H 16.7855 -11.5057 1.2767
H 20.7866 -11.5594 0.8376
H 19.8158 -12.1499 2.2195
C 14.4555 -11.9178 0.2439
O 15.1685 -10.7100 0.4997
C 14.5888 -9.6187 -0.1847
C 15.4222 -8.3319 -0.0989
N 16.6972 -8.5426 -0.7682
C 17.6402 -7.4999 -0.3711
C 19.0125 -7.8057 -0.9955
O 19.9503 -6.7825 -0.7394
C 19.8699 -5.6528 -1.5984
H 13.4061 -11.8036 0.5192
H 14.9983 -12.7338 0.7184
H 14.4752 -12.1786 -0.8190
H 13.6398 -9.2956 0.2605
H 14.4112 -9.8904 -1.2277
H 15.5333 -7.8685 0.8887
H 14.7953 -7.5926 -0.6110
H 17.0559 -9.4758 -0.5975
H 17.7951 -7.5765 0.7114
H 17.2750 -6.5368 -0.7259
H 18.8011 -7.7934 -2.0718
H 19.3689 -8.7787 -0.6651
H 20.2601 -5.9079 -2.5875
H 20.5374 -4.9479 -1.1071
H 18.8426 -5.2974 -1.6947
C 21.9592 -16.3777 2.1118
O 20.9469 -15.3881 1.8113
C 19.6656 -15.7679 2.2516
C 19.4738 -15.9817 3.7702
N 19.9209 -14.8129 4.5193
C 19.9374 -14.8516 5.9999
C 21.1307 -15.7439 6.4556
O 22.3589 -15.0617 6.2242
C 23.4649 -15.7968 6.6856
H 21.7075 -17.3311 2.5743
H 22.7722 -15.8466 2.6051
H 22.3460 -16.6489 1.1259
H 19.4593 -16.7153 1.7413
H 18.9321 -15.0257 1.9339
H 19.9722 -16.9071 4.0834
H 18.4186 -16.1900 3.9637
H 20.8937 -14.7633 4.2279
H 19.0116 -15.1686 6.4763
H 20.1608 -13.8349 6.3269
H 21.0823 -16.6708 5.8791
H 20.9095 -15.9902 7.4979
H 23.7513 -16.6455 6.0559
H 23.4586 -16.0724 7.7408
H 24.2991 -15.1144 6.5037
C 11.4997 -11.0832 -3.8656
O 12.8146 -11.3282 -3.3854
C 13.6512 -11.8647 -4.4026
C 15.0316 -11.9686 -3.7676
N 15.9743 -12.8828 -4.4525
C 17.2536 -12.7926 -3.7727
C 17.3596 -13.3450 -2.3484
O 16.8792 -14.6635 -2.3262
C 16.9458 -15.3163 -1.0765
H 10.7649 -10.9089 -3.0805
H 11.1021 -11.8645 -4.5165
H 11.5435 -10.1412 -4.4210
H 13.7146 -11.1743 -5.2482
H 13.2602 -12.8368 -4.7157
H 14.8736 -12.3388 -2.7518
H 15.4340 -10.9546 -3.7777
H 15.6195 -13.7566 -4.0630
H 17.5874 -11.7523 -3.7329
H 18.0235 -13.2955 -4.3629
H 16.8442 -12.7373 -1.5906
H 18.3518 -13.2787 -1.8849
H 16.3376 -16.2054 -0.9358
H 16.6456 -14.6305 -0.2726
H 17.9972 -15.4759 -0.8144
O 20.4089 -11.0407 -2.3584
H 20.0843 -10.6806 -3.1872
H 19.6544 -10.9573 -1.7369
O 18.3553 -12.6039 4.0986
H 18.4984 -12.2806 4.9915
H 18.8796 -13.4427 4.0470
O 21.9785 -11.1289 -0.2240
H 21.4794 -11.1992 -1.0649
H 22.3599 -12.0041 -0.0937

=====

92
Properties=species:S:1:pos:R:3 method="wB97M-V/def2-TZVPD" smiles="COC[C@H](C)N.COC[C@H](C)N.COC[C@H](C)N.COC[C@H](C)N.NC(N)=O.NC(N)=O.NC(N)=O" orbital_gap_ev=8.66 charge=0 spin_multiplicity=1 e_above_lowest_kcal_mol=105.1 total_energy_ha=-1831.66028
C -0.8351 -4.0566 -0.3052
O -1.8355 -4.7413 -0.1734
N -0.7228 -2.7581 -0.0434
N 0.3454 -4.5303 -0.5724
H 0.1407 -2.2563 -0.1943
H -1.5606 -2.3544 0.3504
H 0.3280 -5.5320 -0.7011
H 1.2212 -4.0592 -0.7487
C 1.7912 4.7274 -2.9926
O 1.8939 3.5699 -2.6851
N 1.1868 5.1402 -4.0282
N 2.5369 5.7043 -2.6015
H 1.2319 6.1371 -4.1844
H 0.6650 4.5399 -4.6506
H 2.2381 6.6330 -2.8628
H 3.3341 5.5854 -1.9929
C 0.6679 0.4648 0.1857
O -0.1642 0.0040 0.9430
N 1.9260 0.2671 0.2908
N 0.3737 1.2172 -0.8813
H 2.4949 0.7695 -0.3755
H 2.2585 -0.1940 1.1257
H 0.9837 1.2212 -1.6863
H -0.5781 1.5330 -1.0017
C -4.9579 0.2365 -2.4787
C -4.8553 1.6130 -1.9375
C -3.5294 1.9513 -1.1038
O -3.7737 2.9903 -0.2068
C -2.7527 3.1186 0.7746
N -5.1447 2.5089 -3.0259
H -4.0844 -0.1559 -2.9994
H -5.7940 0.1129 -3.1670
H -5.1188 -0.4423 -1.6411
H -5.6571 1.7790 -1.2181
H -2.6333 2.0960 -1.7072
H -3.4386 0.9782 -0.6212
H -2.9935 3.9628 1.4207
H -1.7247 3.1849 0.4183
H -2.8599 2.3018 1.4884
H -4.4322 2.5200 -3.7417
H -5.1492 3.4458 -2.6487
C 1.6189 -0.3735 -3.9764
C 2.9702 0.4297 -3.9970
C 2.9992 1.3460 -5.2650
O 3.2203 0.5072 -6.3879
C 3.2089 1.1927 -7.6783
N 2.9299 1.2178 -2.7037
H 1.4696 -1.0316 -4.8324
H 0.7406 0.2653 -3.8843
H 1.5554 -0.9607 -3.0602
H 3.7682 -0.3128 -3.9941
H 3.8193 2.0638 -5.2804
H 2.0527 1.8750 -5.3762
H 2.1827 1.3211 -8.0225
H 3.6674 0.4875 -8.3715
H 3.8465 2.0759 -7.7187
H 2.4793 2.0697 -3.0058
H 3.8535 1.6263 -2.6907
C 2.6228 -2.2349 2.1402
C 3.1388 -1.3221 3.2281
C 4.6715 -1.5857 3.5440
O 4.9866 -2.9133 4.0776
C 6.3138 -3.0879 4.1799
N 2.8664 0.0200 2.9568
H 2.9822 -3.2393 2.3640
H 2.8673 -1.8997 1.1323
H 1.5432 -2.3225 2.2621
H 2.6000 -1.6454 4.1188
H 4.9230 -0.8957 4.3494
H 5.2943 -1.2879 2.7005
H 6.7574 -3.2423 3.1963
H 6.4882 -4.0472 4.6670
H 6.7899 -2.3881 4.8668
H 3.3578 0.4557 3.7241
H 1.9118 0.2320 3.2096
C -5.7292 -1.7490 4.7803
C -4.3976 -2.4544 5.2429
C -3.2176 -1.4835 5.4237
O -2.9407 -0.6035 4.3857
C -2.5167 -1.1664 3.1252
N -4.7286 -3.1407 6.4523
H -5.5197 -1.1135 3.9198
H -6.1125 -1.0463 5.5201
H -6.4719 -2.5371 4.6565
H -4.1854 -3.1557 4.4359
H -2.2972 -2.0486 5.5705
H -3.3623 -0.9130 6.3412
H -1.5282 -1.6146 3.0247
H -2.4986 -0.3436 2.4106
H -3.2697 -1.8044 2.6625
H -4.6401 -2.5228 7.2463
H -4.1034 -3.9318 6.5108

=====

96
Properties=species:S:1:pos:R:3 method="wB97M-V/def2-TZVPD" orbital_gap_ev=1.63 charge=+3 spin_multiplicity=1 total_energy_ha=-3213.11996
Hf -1.4226 -0.1398 3.3377
Cl 0.3938 -1.2786 1.5639
O 1.6973 -1.7278 -5.2506
P 1.8504 -0.4619 -4.5482
N 0.4240 0.4921 -4.6672
C 0.2060 1.7124 -3.9212
C -0.4100 0.3558 -5.8405
N 3.0383 0.5545 -5.2164
C 3.3489 1.8870 -4.7084
C 3.9439 0.1188 -6.2580
N 2.2145 -0.5660 -2.9399
C 3.5915 -0.8109 -2.5217
C 1.2048 -0.8633 -1.9145
H 0.5669 2.6095 -4.4357
H 0.6402 1.6513 -2.9268
H -0.8679 1.8694 -3.7892
H 0.0978 -0.0953 -6.6985
H -0.7169 1.3054 -6.2870
H -1.3185 -0.2333 -5.6929
H 3.4960 2.5142 -5.5866
H 2.6262 2.3716 -4.0565
H 4.2630 1.7819 -4.1099
H 3.5544 -0.7449 -6.7977
H 4.1937 0.8542 -7.0225
H 4.8622 -0.1996 -5.7457
H 3.7168 -1.1262 -1.4895
H 3.9749 -1.6554 -3.1087
H 4.2536 0.0369 -2.7094
H 0.2623 -0.3443 -2.0993
H 1.4754 -0.4336 -0.9524
H 1.0233 -1.9298 -1.7717
O -0.1282 1.7387 3.0561
P 0.7153 2.9685 2.8774
N 1.7664 3.3127 4.1215
C 2.8144 4.3292 3.9473
C 1.1578 3.2237 5.4608
N -0.3054 4.3005 2.7273
C -1.6601 4.3232 3.2624
C 0.2065 5.5834 2.2693
N 1.6095 2.9666 1.4558
C 0.8839 3.0635 0.2000
C 2.8347 2.1658 1.3537
H 3.0427 4.4564 2.8927
H 3.6580 4.1648 4.6113
H 2.3859 5.3016 4.2177
H 0.5673 2.3125 5.5265
H 0.5178 4.0691 5.7311
H 1.9591 3.2120 6.1972
H -1.8492 5.2367 3.8224
H -2.4112 4.1894 2.4769
H -1.7845 3.4550 3.9134
H 1.1980 5.4719 1.8289
H -0.4347 6.0145 1.4998
H 0.3626 6.2687 3.1058
H 0.0255 3.7359 0.2695
H 1.5454 3.4852 -0.5557
H 0.4808 2.0822 -0.0616
H 2.6862 1.0906 1.4752
H 3.5902 2.5359 2.0456
H 3.2342 2.3293 0.3516
O -2.6683 -1.5808 2.0377
P -3.1660 -2.5932 1.0385
N -2.7043 -4.1665 1.2541
C -3.1834 -4.9293 2.4106
C -1.3997 -4.5608 0.6753
N -2.7939 -2.1803 -0.5416
C -3.1938 -3.1148 -1.6052
C -2.6685 -0.8024 -0.9944
N -4.8354 -2.6501 1.0697
C -5.6637 -3.7904 0.6441
C -5.6312 -1.4471 1.2198
H -4.2239 -4.7533 2.6632
H -2.5420 -4.5981 3.2387
H -2.9800 -5.9928 2.3071
H -0.6235 -3.9455 1.1352
H -1.3547 -4.4867 -0.4067
H -1.1909 -5.5939 0.9475
H -2.5114 -2.9686 -2.4456
H -3.1326 -4.1443 -1.2730
H -4.1819 -2.8334 -1.9775
H -3.6094 -0.2452 -1.0605
H -2.0172 -0.2562 -0.3079
H -2.2578 -0.8162 -2.0045
H -5.9321 -3.6913 -0.4070
H -5.1511 -4.7454 0.7554
H -6.5198 -3.8533 1.3153
H -6.0980 -1.3739 2.2065
H -6.4456 -1.3862 0.4953
H -4.9879 -0.5826 1.0255
C 2.2598 -3.7153 3.0499
N 3.2573 -4.0126 4.1108
O 3.6532 -3.0360 4.7186
O 3.5962 -5.1453 4.3130
H 2.6456 -2.9412 2.3967
H 1.3982 -3.3619 3.6107
H 2.0050 -4.5974 2.4702

=====

110
Properties=species:S:1:pos:R:3 method="wB97M-V/def2-TZVPD" smiles="CC1(C)CCCC(C)(C)N1O.NC(N)=O.NC(N)=O.NC(N)=O.NC(N)=O.NC(N)=O.NC(N)=O.NC(N)=O.NC(N)=O.NC(N)=O.NC(N)=O" orbital_gap_ev=7.37 charge=0 spin_multiplicity=1 e_above_lowest_kcal_mol=123.4 total_energy_ha=-2737.09314
C -9.5378 -12.1524 6.3973
O -8.9054 -11.1296 6.2383
N -10.7764 -12.1707 6.4763
N -9.1685 -13.4052 6.3087
H -11.3775 -12.9242 6.1746
H -11.2136 -11.2811 6.6702
H -9.9347 -14.0552 6.2056
H -8.2229 -13.7246 6.1542
C -15.9260 -18.6517 9.3334
O -16.8379 -19.1553 8.7652
N -15.5932 -18.8872 10.6072
N -15.0908 -17.9796 8.7535
H -15.8947 -19.7690 10.9967
H -14.8949 -18.3296 11.0779
H -15.2042 -17.8755 7.7553
H -14.2198 -17.6698 9.1604
C -17.0339 -14.0134 7.9113
O -17.1412 -12.9174 8.3672
N -17.0248 -14.3863 6.6464
N -16.9651 -15.0387 8.7357
H -16.6650 -15.2952 6.3923
H -16.9528 -13.6691 5.9388
H -16.6461 -14.8852 9.6816
H -17.3203 -15.9076 8.3628
C -12.9555 -17.7362 12.9111
O -13.6384 -17.7235 13.9083
N -12.9899 -18.5333 11.8937
N -12.1073 -16.8054 12.7054
H -12.2239 -18.6516 11.2460
H -13.5899 -19.3260 12.0720
H -11.4055 -16.8365 11.9796
H -11.9118 -16.0659 13.3649
C -12.6768 -13.6243 14.4058
O -11.6253 -14.2076 14.1832
N -12.7911 -12.7688 15.3963
N -13.7738 -13.7319 13.6878
H -13.6400 -12.2635 15.6061
H -11.9949 -12.6951 16.0134
H -14.5629 -13.1993 14.0250
H -13.9013 -14.2686 12.8417
C -16.7958 -15.9038 12.1793
O -15.9885 -15.2410 11.5187
N -16.5447 -16.8850 13.0312
N -18.0927 -15.6575 12.0622
H -15.6061 -17.2541 13.0841
H -17.1050 -17.1654 13.8234
H -18.4643 -14.7801 11.7274
H -18.7638 -16.2815 12.4869
C -10.7368 -17.2768 5.9760
O -10.4519 -16.1409 6.0363
N -11.1352 -17.9916 7.0247
N -10.4909 -18.0556 4.9413
H -11.2801 -17.5348 7.9137
H -11.3343 -18.9816 7.0048
H -10.1008 -17.6590 4.0983
H -11.0034 -18.9202 4.8414
C -16.4064 -11.9628 11.8089
O -16.4880 -11.8182 13.0274
N -17.4905 -12.0967 11.0380
N -15.2822 -12.2622 11.2495
H -17.4720 -12.5206 10.1214
H -18.4116 -12.1829 11.4434
H -15.2511 -12.4366 10.2552
H -14.3868 -12.3193 11.7134
C -13.8751 -11.0113 8.3961
O -13.3249 -12.0272 8.7750
N -14.0754 -9.9040 9.1026
N -14.4117 -10.8853 7.1932
H -13.4149 -9.7318 9.8470
H -14.5733 -9.1796 8.6052
H -15.1133 -10.1623 7.1224
H -14.4570 -11.6567 6.5427
C -12.5581 -15.4154 9.6237
O -12.4638 -16.6363 9.7124
N -13.5422 -14.7325 10.1335
N -11.9872 -14.6314 8.7688
H -13.6277 -13.7470 9.9293
H -14.1979 -15.2324 10.7167
H -11.1158 -14.9058 8.3381
H -12.1534 -13.6351 8.7730
C -5.9883 -15.1712 13.1228
C -6.8182 -14.1235 12.3353
C -5.8760 -13.3645 11.3679
C -6.3663 -12.8244 10.0242
C -7.0858 -14.0587 9.3927
C -8.2464 -14.6150 10.2352
N -7.8728 -14.9528 11.6576
O -8.7959 -15.5911 12.4303
C -9.3603 -13.4249 10.2984
C -8.7801 -15.8012 9.4323
C -7.4744 -13.1088 13.3572
H -5.5545 -15.8767 12.4142
H -6.6839 -15.5469 13.8732
H -5.2336 -14.6431 13.7056
H -5.5299 -12.4617 11.8712
H -4.9957 -13.9712 11.1552
H -5.5844 -12.5101 9.3329
H -6.9347 -11.9291 10.2761
H -6.2938 -14.6558 8.9406
H -7.6056 -13.8956 8.4487
H -10.3534 -13.7717 10.5838
H -9.0773 -12.6694 11.0314
H -9.3991 -12.8242 9.3897
H -9.7305 -16.0677 9.8946
H -8.8993 -15.4022 8.4250
H -8.0355 -16.5920 9.5233
H -6.7922 -12.9036 14.1822
H -8.4259 -13.3849 13.8117
H -7.6392 -12.1552 12.8557
H -9.1552 -14.8075 12.8528